Formula: C9H14OS3
Source: the Open Molecules 2025 dataset
Level of theory: ωB97M-V/def2-TZVPD

```
27
Properties=species:S:1:pos:R:3:forces:R:3
C -1.9116 2.2252 1.3166 -0.676 -1.681 -1.447
C -3.0067 1.7785 0.4806 2.113 1.082 4.461
C -2.6894 0.9106 -0.6651 -2.853 -0.341 -3.394
C -0.1443 -2.0347 -0.7393 -1.693 -0.465 -3.195
C 1.1234 -2.2034 -0.4808 4.832 -0.904 -0.839
C 1.9090 -1.8000 0.7318 -2.880 2.641 1.733
C 1.4377 1.2309 0.6266 0.814 -1.185 -1.627
C 1.4977 1.8110 -0.8513 -0.766 1.790 0.602
C 1.2635 3.1765 -0.9850 -0.690 -0.653 -0.350
H -2.1607 2.6388 2.3392 0.485 -0.143 -1.448
H -0.5855 2.0032 1.0835 -5.075 0.888 0.517
H -4.2492 1.8848 0.8360 4.189 -0.230 -1.075
H -3.5296 1.1676 -1.4183 0.963 -0.655 0.763
H -1.8229 1.0339 -1.3616 -0.080 0.045 1.513
H -0.5329 -2.2755 -1.8157 0.542 0.371 2.262
H 1.9103 -2.6437 -1.2163 -2.101 0.771 0.572
H 1.0584 -1.3310 1.4584 2.298 -1.624 -0.702
H 2.6098 -2.5511 1.1819 -0.785 0.888 -0.410
H 0.4753 0.6505 0.6826 0.951 0.606 0.480
H 1.7140 1.8983 1.5450 -0.777 -1.060 -2.020
H 1.6566 0.9980 -1.7321 -0.281 2.413 2.302
H 1.1867 3.6705 -2.0311 0.249 -0.977 1.916
H 0.9502 3.9185 -0.0839 1.116 -2.142 -2.090
O 3.5543 0.0231 -0.7466 -0.953 -0.327 1.228
S -3.0632 -0.9473 -0.4495 1.689 1.058 0.244
S -1.2840 -1.5636 0.4786 -1.372 0.342 0.560
S 2.8478 -0.1026 0.5897 0.741 -0.507 -0.554
```
Forces are in eV/Å.

Results
largest force on an atom	5.2	eV/Å
HOMO energy	-8.394	eV
M	234.41	g mol⁻¹
Kohn-Sham gap	8.7	eV
energy	-44105.85499	eV
ΔE to the lowest compared entry with this formula, charge and spin	527.9	kJ/mol